29
Properties=species:S:1:pos:R:3:mulliken_charge:R:1 method="wB97M-V/def2-TZVPD" max_force_ev_per_a=4.95 total_charge=+1 homo_energy_ev=-11.302 homo_lumo_gap_ev=2.863 e_lumo_ev=-8.438
C 2.57429 2.62197 0.07872 -0.37
H -1.13629 -3.22863 1.61221 0.29
Cl -1.35692 -0.57180 1.54426 -0.26
C -1.56947 -3.16888 0.54252 -0.62
H 2.80769 4.68349 1.11077 0.32
H -0.85301 -4.16149 -1.35529 0.35
H -3.33351 -1.83841 0.86238 0.44
C -2.25854 -1.72555 0.41758 -0.47
H -1.63380 3.54019 0.24956 0.35
Ga 0.36413 -1.82724 -1.50889 0.34
C -0.00130 1.95563 -0.40216 -0.01
H 1.13727 -2.37982 -2.82310 -0.22
Pt -3.78873 -0.03860 1.97998 0.46
C 1.51253 1.59652 -0.48968 0.45
H 0.20749 5.32453 1.20295 0.36
C -0.40801 -3.47458 -0.53424 -0.64
H -0.77060 -0.82866 -2.09351 -0.19
H -2.40627 -3.94548 0.38144 0.31
H -2.39983 -1.34506 -0.64666 0.29
H 3.69128 2.35150 -0.00392 0.35
C 1.75774 -0.75867 -0.32904 -0.31
C 2.04894 3.93557 0.68472 -0.36
H 0.43840 -4.01622 0.03054 0.33
C -0.52021 3.30346 0.22788 -0.53
H -0.77618 1.22758 -0.82416 0.30
C 0.52192 4.31759 0.76443 -0.38
H 2.72851 -1.39037 -0.33006 0.38
H 1.37333 -0.57430 0.73120 0.33
O 2.04914 0.41574 -1.08045 -0.26

---

30
Properties=species:S:1:pos:R:3:mulliken_charge:R:1 method="wB97M-V/def2-TZVPD" max_force_ev_per_a=2.25 total_charge=+1 homo_energy_ev=-12.770 relative_energy_kj_mol=0.0 homo_lumo_gap_ev=8.943 e_lumo_ev=-3.827
C -0.03733 0.45109 -1.42098 -0.57
H -0.37281 -4.13718 1.32830 0.38
C 1.34871 2.34380 -3.25614 0.77
C -0.34936 -0.54968 -0.49036 -0.16
H -2.91780 -1.30287 1.58910 0.33
N -0.16364 -0.34235 0.84345 0.02
H -0.19842 0.26915 -2.48771 0.46
H 2.22711 3.26562 -4.95669 0.34
H -2.84687 -1.63459 3.37900 0.30
H -1.84091 -4.37722 2.22754 0.35
H 1.66644 4.41798 -3.72024 0.35
C 0.68786 1.86333 0.34663 -0.64
Cl 1.34644 -2.07484 1.86228 -0.12
H -0.75495 -1.54570 -0.71760 0.48
C 0.50742 1.67746 -1.04542 0.72
H 1.08377 2.80205 0.67127 0.38
O 1.09555 1.29126 -3.84128 -0.56
H -0.35096 -4.12402 3.14164 0.31
C 0.39725 0.83818 1.22917 -0.33
C -0.91131 -3.81001 2.23038 -0.99
C -0.28741 -1.37506 2.08989 -0.20
C 2.15655 3.45971 -3.88559 -1.22
N -1.25636 -2.38120 2.07991 0.14
H -3.24276 -2.90980 2.21058 0.37
H 0.60815 0.91524 2.31193 0.33
H -0.41127 -0.59878 2.92784 0.38
H 3.17744 3.48155 -3.48851 0.32
N 0.92796 2.63785 -1.95276 -0.21
H 1.33805 3.47034 -1.56995 0.25
C -2.62654 -2.02131 2.36429 -0.99

---

33
Properties=species:S:1:pos:R:3:mulliken_charge:R:1 method="wB97M-V/def2-TZVPD" max_force_ev_per_a=1.12 total_charge=+3 s_squared=0.76 homo_energy_ev="-22.763 / -22.762" relative_energy_kj_mol=0.0 homo_lumo_gap_ev="6.780 / 5.735" multiplicity=2 e_lumo_ev="-15.982 / -17.028"
H 0.83775 -0.63346 -3.09818 0.38
F -3.95863 -0.79716 1.15603 -0.24
H 0.14234 2.20525 -2.17905 0.51
F -2.63258 0.46804 0.01252 -0.16
H -0.95188 0.90420 -2.44521 0.44
C 1.21285 -0.07365 1.27571 0.50
C -0.56464 1.53988 -1.63262 -1.66
Pt -0.04499 -1.48848 0.28681 1.42
H 2.47045 -1.18051 -2.56266 0.40
C 1.90534 -0.65748 0.12292 0.19
C -0.69921 1.64615 1.58441 -1.70
C 1.70566 -0.41534 -2.46287 -1.44
H -0.07096 2.51277 1.89707 0.43
H -0.97575 1.17435 2.53276 0.43
H 3.24353 -2.13548 -0.68620 0.43
C 1.59151 -0.27569 2.68884 -1.20
C 0.22794 0.78482 -0.70480 0.94
F -3.52206 -0.28312 -1.80923 -0.25
H 2.10122 0.52918 -2.88842 0.44
F -5.01660 0.84105 -0.27743 -0.18
F -4.87976 -1.57676 -0.67450 -0.20
C 3.07699 -1.54952 0.21726 -1.46
F -1.75069 -2.05980 -0.26783 -0.29
H 2.41882 -0.96998 2.81150 0.38
H -1.35879 2.12911 -1.19204 0.36
H 1.87162 0.69226 3.13089 0.40
H 3.03269 -2.20682 1.09011 0.39
C 0.18117 0.82898 0.78094 0.70
H 0.73540 -0.61844 3.28888 0.41
C 1.32347 -0.12398 -1.09057 0.73
H -1.56575 2.03117 1.05587 0.43
P -4.05768 -0.32220 -0.33424 1.06
H 3.97121 -0.91935 0.37335 0.41

---

29
Properties=species:S:1:pos:R:3:mulliken_charge:R:1 method="wB97M-V/def2-TZVPD" max_force_ev_per_a=3.47 total_charge=+1 homo_energy_ev=-13.323 relative_energy_kj_mol=0.0 homo_lumo_gap_ev=10.406 e_lumo_ev=-2.917
C 0.20616 -2.09034 0.70505 -0.54
C 0.55996 2.64245 1.14863 -1.50
H -2.91792 -0.48621 -0.03959 0.31
C 0.83171 1.56580 0.16580 1.49
C -1.71759 -1.98286 -1.04888 -0.67
H 0.06226 2.23417 2.07788 0.34
C 0.22043 -0.61203 0.57745 0.07
C -2.05698 0.52493 -1.88106 -0.68
H -2.99025 1.10982 -1.83504 0.33
H 1.70265 3.01016 -0.96533 0.42
C 1.90071 1.99335 -0.86032 -1.56
N -0.87382 -0.08003 -0.00738 0.16
H 1.19888 -2.59323 0.61335 0.44
H 2.23192 0.12887 1.05766 0.36
H -2.31721 -2.52384 -1.73640 0.43
H 1.91622 1.45432 -1.77554 0.40
F 1.79322 -3.02755 2.86540 -0.38
H -2.16863 0.11858 -3.01519 0.38
H 0.05338 3.42563 0.61821 0.38
H -0.17692 -2.21543 1.74154 0.27
C -0.71640 -2.62730 -0.37871 -0.45
H 2.80677 1.72552 -0.35630 0.46
C -2.05795 -0.54387 -0.76140 0.42
N 1.16963 0.25467 0.82133 -0.16
H -0.56118 -3.67693 -0.66052 0.40
H 1.74451 -3.43377 3.68325 0.38
N -1.00184 1.46933 -1.60887 -0.60
C -0.39696 1.15608 -0.60091 -0.24
H 1.55522 3.07970 1.45589 0.38

---

26
Properties=species:S:1:pos:R:3:mulliken_charge:R:1 method="wB97M-V/def2-TZVPD" max_force_ev_per_a=4.09 homo_energy_ev=-9.047 relative_energy_kj_mol=271.9 homo_lumo_gap_ev=9.871 e_lumo_ev=0.824
C 2.18406 0.28565 1.25476 -0.21
C -1.95902 -0.46629 -1.11548 -0.36
C 1.46864 1.08770 2.13348 -0.41
H -0.03577 -2.22352 1.18051 0.53
H -1.56954 0.54123 -3.07754 0.30
H -1.37391 -0.95511 -3.25512 0.47
H -3.17491 -0.54099 -1.08444 0.30
C 0.11681 0.73812 -0.76243 0.45
H 2.02002 -1.58137 0.02047 0.37
H 0.97864 -0.24180 -2.74542 0.36
C 0.38250 0.53896 2.79425 -0.20
C 0.42424 -1.26792 1.46435 -0.06
C 0.21953 -0.31342 -1.93253 -0.59
C -1.23002 -0.28967 -2.47717 -0.94
N -0.18526 -0.61530 2.46354 -0.64
H -1.86286 1.67672 -0.39652 0.33
H -0.09041 1.04818 3.68186 0.34
H -1.59549 -1.32861 -0.44691 0.09
H -1.51267 0.54161 0.80395 0.42
C 1.64281 -0.92437 0.84264 -0.21
H 1.80067 2.02775 2.51800 0.45
H 0.32944 1.70939 -1.02370 0.64
H 0.34370 -1.32215 -1.46101 0.16
H 3.10640 0.85847 0.89113 0.25
C -1.28599 0.72914 -0.21384 -0.87
H 0.85838 0.28760 -0.05680 -0.98

---

27
Properties=species:S:1:pos:R:3:mulliken_charge:R:1 method="wB97M-V/def2-TZVPD" max_force_ev_per_a=2.16 total_charge=+1 homo_energy_ev="-12.857 / -13.171" relative_energy_kj_mol=492.0 homo_lumo_gap_ev="7.329 / 8.072" e_lumo_ev="-5.528 / -5.099"
H -3.32840 -4.10170 -0.65474 0.21
H -0.98934 -4.80567 -0.03852 0.28
H -1.07010 2.81908 -0.49535 0.37
H 2.94713 3.74154 0.34243 0.36
H 0.29284 -3.92500 0.76665 0.25
H 0.46306 4.30791 0.51327 0.37
H 2.53691 4.95212 1.55518 0.37
H -3.14758 -4.51793 -2.22862 0.25
C 0.14070 -0.21457 -0.36494 0.57
C 1.50189 1.11955 0.90264 0.01
C -0.75082 -2.91983 -0.63197 -0.14
H -2.43773 -2.10878 -1.62278 0.26
C 0.94680 3.56601 1.15096 -0.45
H 2.90882 3.31203 2.05842 0.32
C 1.23255 -0.16430 0.41507 -0.96
C -0.41997 1.99662 -0.23874 -0.37
C 0.67845 2.19437 0.58828 0.62
H -1.58504 0.57910 -1.38649 0.40
C -0.73029 0.72631 -0.75055 -0.73
H -1.36175 -3.10671 -2.59083 0.33
N -2.64356 -4.24926 -1.39036 -0.66
H 1.86567 -0.99670 0.66333 0.44
N -0.45946 -3.93309 0.09030 -0.19
C -1.85445 -3.04442 -1.61259 -0.20
H 0.47261 3.62860 2.13325 0.28
H 2.36192 1.23957 1.54182 0.26
C 2.42911 3.90517 1.28489 -1.26

---

30
Properties=species:S:1:pos:R:3:mulliken_charge:R:1 method="wB97M-V/def2-TZVPD" max_force_ev_per_a=1.31 total_charge=+1 homo_energy_ev=-13.197 relative_energy_kj_mol=0.0 homo_lumo_gap_ev=8.776 e_lumo_ev=-4.422
C 0.34496 -0.51382 -0.96496 0.00
C -1.72472 -1.98618 -0.51864 -0.90
C -2.23671 -1.21211 1.71767 -0.30
C -0.27655 -1.87050 -1.00110 -0.75
H -2.34129 -1.13613 -0.79996 0.44
N 3.67900 0.65987 -1.77333 -0.52
H 4.11934 -0.24115 -1.62816 0.27
H -0.17279 -2.29641 -1.99793 0.56
H 0.30456 -2.51584 -0.34193 0.45
C 1.75769 1.90135 -0.95158 -0.49
C 2.38183 0.70775 -1.33134 0.21
H -2.14574 -2.84787 -1.02985 0.42
C -1.12756 -0.73270 2.63539 -0.93
O -0.69218 3.89428 -0.91678 -0.44
C -0.27838 0.65337 -0.58882 0.14
N 1.66237 -0.43167 -1.32551 -0.04
H 4.25001 1.38086 -1.35111 0.31
C 0.43397 1.85997 -0.57728 0.22
H -0.44631 -0.02944 2.15243 0.10
O -0.44091 3.22637 1.17756 -0.45
H -0.56345 -1.60130 2.95169 0.34
H -1.54018 -0.23358 3.50622 0.39
C -0.30041 3.09593 -0.14846 0.10
H -1.30922 0.66139 -0.28383 0.49
H -2.70467 -0.40492 1.15568 0.29
H 2.31150 2.82470 -0.95741 0.45
H -0.27402 2.37932 1.61313 0.37
O -1.76042 -2.25240 0.86242 -0.41
H -3.01733 -1.64689 2.33635 0.39
H 2.10761 -1.29226 -1.62053 0.30

---

28
Properties=species:S:1:pos:R:3:mulliken_charge:R:1 method="wB97M-V/def2-TZVPD" max_force_ev_per_a=5.64 homo_energy_ev=-9.714 relative_energy_kj_mol=363.1 homo_lumo_gap_ev=9.687 e_lumo_ev=-0.027
H 0.53361 -0.07723 1.04877 0.24
H -1.08133 -2.30935 -0.10839 0.45
C 2.69671 1.44572 -1.35427 0.06
N 4.11722 -1.51965 -0.90746 -0.45
H -3.97149 1.14959 0.18323 0.26
C 0.44314 -0.89177 -0.75716 -0.35
H -1.58801 0.56330 0.98063 0.16
H 2.79876 -0.22598 1.65021 0.52
H 0.45321 0.11866 -1.29185 0.21
C 2.46317 -0.25050 0.55490 0.15
N 2.73397 1.28452 -2.50478 -0.46
H 2.51389 2.27239 2.01927 0.30
H 2.82965 3.43457 0.69980 0.29
C 2.67001 1.38041 0.07001 0.63
H -1.89421 0.29870 -1.16570 0.36
H -2.27334 -0.99977 1.38267 0.29
C -0.95708 -1.55895 -0.84181 -0.98
H -4.35889 -0.60674 0.72259 0.25
C -2.11806 -0.56089 -0.73592 -0.60
C -2.38207 -0.13484 0.68345 -0.19
C 3.35237 -0.94655 -0.28667 -0.11
C 2.65415 2.34779 0.94950 -0.92
H -3.00469 -1.14217 -1.13498 0.38
H -4.00317 0.92443 1.85000 0.38
N 1.06842 -0.76849 0.55887 -0.32
H 1.11857 -1.55234 -1.41474 0.33
C -3.74084 0.36020 0.97756 -1.25
H -1.07367 -2.03506 -1.82773 0.37